(a)
The following is a quantum chemistry calculation of the ion C2H2NO3 with charge -1, from the Open Molecules 2025 dataset.

```
8
C2H2NO3 (the ωB97M-V functional and the def2-TZVPD basis)
O -1.894 0.998 0.264
C -1.618 -0.188 0.034
O -2.190 -1.247 0.281
N -0.271 -0.204 -0.759
C 0.735 0.040 0.050
O 2.188 0.334 -0.058
H 0.544 0.080 1.150
H 2.506 0.186 -0.962
```

Properties
SMILES   O=C([O-])/N=C/O
LUMO   0.136 Eh
Total charge   -1

=====

(b)
The following is a quantum chemistry calculation of the ion C2H2NO3 with charge -1, from the Open Molecules 2025 dataset.

```
8
C2H2NO3 (the ωB97M-V functional and the def2-TZVPD basis)
N 0.216 0.929 0.707
C -0.181 0.242 -0.346
O -1.443 0.948 -1.204
C 0.041 -1.183 -0.408
O 0.604 -1.568 0.637
O -0.344 -1.838 -1.361
H 0.971 0.553 1.342
H 0.137 1.916 0.632
```

Properties
SMILES   NC(=O)C(=O)[O-]
LUMO   0.150 Eh
Total charge   -1

=====

What are the relative energies? In eV: (a) 0.000; (b) 2.021.

=====

(a)
The following is a quantum chemistry calculation of a cluster of 3 separate species, C2H10O2S in total, from the Open Molecules 2025 dataset.

```
15
C2H10O2S (the ωB97M-V functional and the def2-TZVPD basis)
C 1.975 -2.339 0.235
C 0.759 -1.475 -0.084
S -0.132 -0.875 1.449
H 2.885 -1.827 0.651
H 1.679 -3.124 0.933
H 2.162 -2.835 -0.651
H -0.045 -2.079 -0.655
H 0.928 -0.575 -0.659
H -1.014 -1.884 1.642
O -1.554 1.871 0.588
H -0.707 1.507 0.338
H -1.410 2.450 1.381
O -1.667 4.034 -1.561
H -2.053 4.106 -2.399
H -1.807 3.046 -1.209
```

Properties
SMILES   CCS.O.O
LUMO   0.025 Eh
Total charge   0

=====

(b)
The following is a quantum chemistry calculation of a cluster of 3 separate species, C2H10O2S in total, from the Open Molecules 2025 dataset.

```
15
C2H10O2S (the ωB97M-V functional and the def2-TZVPD basis)
C -1.924 0.049 -0.466
C -0.656 0.777 -0.039
S -0.019 0.214 1.633
H -1.785 -1.041 -0.497
H -2.871 0.305 -0.001
H -1.980 0.203 -1.544
H -0.660 1.864 -0.022
H 0.067 0.319 -0.716
H -0.702 1.191 2.254
O 0.514 -2.098 -1.179
H 0.881 -1.648 -0.405
H 0.211 -2.956 -0.872
O 3.294 0.747 0.723
H 3.249 1.601 0.300
H 2.381 0.471 0.830
```

Properties
SMILES   CCS.O.O
LUMO   0.020 Eh
Total charge   0

=====

What are the relative energies? In eV: (a) 0.267; (b) 0.000.

=====

(a)
The following is a quantum chemistry calculation of the molecule C2H5BrO, from the Open Molecules 2025 dataset.

```
9
C2H5BrO (the ωB97M-V functional and the def2-TZVPD basis)
O 0.933 0.325 -1.272
C -0.207 0.481 -0.466
C -0.275 -0.424 0.908
Br -0.013 -2.318 0.368
H 1.827 0.526 -0.855
H -0.457 1.635 -0.362
H -1.028 0.264 -1.058
H -1.254 -0.249 1.157
H 0.475 -0.241 1.581
```

Properties
SMILES   OCCBr
LUMO   0.031 Eh
Total charge   0

=====

(b)
The following is a quantum chemistry calculation of a cluster of 2 separate species, C2H5BrO in total, from the Open Molecules 2025 dataset.

```
9
C2H5BrO (the ωB97M-V functional and the def2-TZVPD basis)
C -0.553 0.601 0.670
C 0.336 -0.299 -0.157
O -0.042 -1.546 -0.347
Br 2.287 0.016 0.064
H -1.462 0.488 0.178
H -0.674 0.237 1.774
H -0.324 1.641 0.619
H -0.208 1.082 -1.985
H 0.640 -2.221 -0.817
```

Properties
LUMO (alpha / beta)   0.010 / -0.013 Eh
Total charge   0

=====

What are the relative energies? In eV: (a) 0.000; (b) 3.379.

=====

(a)
The following is a quantum chemistry calculation of the molecule C3H3NO2S, from the Open Molecules 2025 dataset.

```
10
C3H3NO2S (the ωB97M-V functional and the def2-TZVPD basis)
C -0.392 1.241 1.237
C 1.374 0.020 0.547
C -2.477 0.286 0.223
N -1.303 0.565 0.756
O -5.006 -0.288 0.344
O 0.885 0.907 1.421
S -3.872 0.122 1.165
H 0.834 -0.774 0.240
H 2.163 0.376 -0.022
H -2.542 -0.018 -0.776
```

Properties
LUMO (alpha / beta)   -0.053 / -0.011 Eh
Total charge   0

=====

(b)
The following is a quantum chemistry calculation of the molecule C3H3NO2S, from the Open Molecules 2025 dataset.

```
10
C3H3NO2S (the ωB97M-V functional and the def2-TZVPD basis)
O 2.165 -0.553 -0.332
C 1.122 -0.134 0.115
C -0.222 -0.828 0.253
C -1.206 0.205 0.011
S -2.863 -0.087 -0.116
O -0.579 1.333 -0.089
N 0.803 1.246 0.232
H 0.011 -1.563 -0.605
H -0.319 -1.371 1.098
H 1.087 1.752 -0.568
```

Properties
SMILES   O=C1CC(=S)ON1
LUMO   -0.008 Eh
Total charge   0

=====

(c)
The following is a quantum chemistry calculation of the molecule C3H3NO2S, from the Open Molecules 2025 dataset.

```
10
C3H3NO2S (the ωB97M-V functional and the def2-TZVPD basis)
O -2.474 -1.408 -0.162
C -1.239 -1.054 0.016
C -1.063 0.449 -0.251
O -2.322 0.912 -0.340
C 0.260 1.136 -0.077
N 1.521 0.775 0.006
S 1.933 -0.773 -0.363
H -0.240 -1.401 0.690
H 0.423 2.151 0.049
H 3.202 -0.787 0.433
```

Properties
SMILES   O=CC(=O)/C=N\S
LUMO   -0.076 Eh
Total charge   0

=====

What are the relative energies? In eV: (a) 3.772; (b) 0.000; (c) 2.756.

=====

(a)
The following is a quantum chemistry calculation of the molecule C3H3NO2S, from the Open Molecules 2025 dataset.

```
10
C3H3NO2S (the ωB97M-V functional and the def2-TZVPD basis)
C -2.128 -0.495 -0.290
N -1.027 0.072 0.134
O 0.038 -0.855 0.130
C 1.329 -0.398 0.224
S 2.542 -1.403 -0.093
C 1.399 1.111 0.280
O 2.212 1.651 -0.440
H -2.320 -1.615 -0.695
H -2.887 0.267 -0.263
H 0.842 1.665 1.013
```

Properties
SMILES   C=NOC(=S)C=O
LUMO   -0.028 Eh
Total charge   0

=====

(b)
The following is a quantum chemistry calculation of the molecule C3H3NO2S, from the Open Molecules 2025 dataset.

```
10
C3H3NO2S (the ωB97M-V functional and the def2-TZVPD basis)
C -0.073 0.438 -0.061
C -1.332 -0.341 -0.578
C 1.760 -1.050 0.278
N 1.031 -0.183 -0.007
O 0.936 2.233 1.445
O -1.086 -1.494 -0.067
S -0.298 1.887 0.736
H -2.160 0.370 -0.113
H -1.380 -0.213 -1.718
H 2.603 -1.647 0.084
```

Properties
LUMO (alpha / beta)   -0.079 / -0.073 Eh
Total charge   0

=====

What are the relative energies? In eV: (a) 0.000; (b) 2.734.

=====

(a)
The following is a quantum chemistry calculation of the molecule C4H4F4O, from the Open Molecules 2025 dataset.

```
13
C4H4F4O (the ωB97M-V functional and the def2-TZVPD basis)
O 1.804 0.079 -0.896
C 0.918 0.130 0.151
F 1.656 0.249 1.393
C -0.183 1.170 0.115
F -0.079 2.357 0.958
C -1.191 0.196 0.709
F -2.498 0.142 0.252
C -0.242 -0.912 0.337
F -0.094 -1.834 1.384
H 2.579 -0.247 -0.561
H -0.399 1.433 -0.896
H -1.215 0.203 1.743
H -0.442 -1.433 -0.573
```

Properties
SMILES   O[C@@]1(F)[C@H](F)[C@@H](F)[C@@H]1F
LUMO   0.023 Eh
Total charge   0

=====

(b)
The following is a quantum chemistry calculation of the molecule C4H4F4O, from the Open Molecules 2025 dataset.

```
13
C4H4F4O (the ωB97M-V functional and the def2-TZVPD basis)
C 2.580 -0.838 -0.940
C 1.696 0.540 0.891
C 2.927 0.367 -0.105
C -0.636 0.491 0.584
O 0.653 1.100 0.318
F 2.731 -2.162 -0.575
F 1.475 -0.291 1.884
F 4.139 0.457 0.504
F 2.839 1.408 -0.991
H 1.814 -0.673 -1.638
H -1.200 0.877 -0.324
H -0.969 0.793 1.613
H -0.675 -0.614 0.392
```

Properties
LUMO (alpha / beta)   0.017 / -0.004 Eh
Total charge   0

=====

What are the relative energies? In eV: (a) 0.000; (b) 2.996.

=====

(a)
The following is a quantum chemistry calculation of a cluster of 2 separate species, C5H8N2O3 in total, from the Open Molecules 2025 dataset.

```
18
C5H8N2O3 (the ωB97M-V functional and the def2-TZVPD basis)
C 0.305 1.626 -0.656
C -0.211 0.221 -0.438
O -0.756 -0.374 -1.501
N -0.355 -0.384 0.785
C 0.440 -0.215 1.893
C 0.759 -1.218 2.735
N 0.126 -2.437 2.640
H 0.182 2.150 -1.523
H 0.882 1.928 0.150
H -0.639 0.292 -2.237
H -0.658 -1.384 0.906
H 0.833 0.766 1.988
H 1.311 -0.977 3.696
H -0.197 -3.039 3.373
H 0.403 -2.940 1.845
O -1.892 2.126 -4.273
C -0.805 2.000 -4.551
O 0.273 1.859 -4.831
```

Properties
SMILES   C=C(O)N/C=C\N.O=C=O
LUMO   0.017 Eh
Total charge   0

=====

(b)
The following is a quantum chemistry calculation of a cluster of 2 separate species, C5H8N2O3 in total, from the Open Molecules 2025 dataset.

```
18
C5H8N2O3 (the ωB97M-V functional and the def2-TZVPD basis)
N -1.172 1.446 2.270
C -0.476 0.566 1.933
C 0.156 -0.544 1.231
C 1.604 -0.463 0.816
N 0.541 -0.379 -0.141
C 0.226 0.622 -1.018
O -0.915 1.002 -1.206
C 1.351 1.059 -1.933
O 0.896 1.990 -2.868
H -0.215 -1.527 1.531
H 2.164 -1.399 0.852
H 2.171 0.450 1.018
H 1.773 0.171 -2.430
H 2.156 1.479 -1.302
H -0.040 2.152 -2.681
O -3.686 -2.363 1.172
H -3.012 -2.931 1.557
H -3.521 -1.330 1.198
```

Properties
SMILES   N#C[C@@H]1CN1C(=O)CO.O
LUMO   0.008 Eh
Total charge   0

=====

What are the relative energies? In eV: (a) 0.000; (b) 0.118.